# 1
C13H50N8O12 | ωB97M-V with the def2-TZVPD basis set

CARTESIAN COORDINATES (ANGSTROEM)
1 C 12.000 17.070 8.174
2 C 13.085 16.127 7.564
3 O 12.556 15.389 6.460
4 H 12.432 17.530 9.094
5 H 11.140 16.417 8.523
6 H 11.595 17.874 7.572
7 H 13.519 15.536 8.393
8 H 13.998 16.661 7.184
9 H 12.130 15.947 5.854
10 C 12.539 17.801 4.373
11 O 12.772 19.053 4.935
12 N 11.420 17.173 4.705
13 N 13.229 17.173 3.482
14 H 10.678 17.728 5.175
15 H 11.088 16.453 4.042
16 H 13.999 17.730 3.086
17 H 13.060 16.216 3.237
18 C 14.503 19.634 2.009
19 O 13.492 20.526 2.296
20 N 15.311 19.212 2.897
21 N 14.695 19.165 0.863
22 H 15.308 19.628 3.775
23 H 16.244 18.857 2.622
24 H 13.945 19.570 0.212
25 H 15.005 18.240 0.762
26 C 15.907 13.665 2.633
27 O 15.888 13.045 1.385
28 N 15.898 14.929 2.782
29 N 15.861 12.972 3.705
30 H 15.675 15.452 1.967
31 H 15.830 15.360 3.695
32 H 15.872 11.944 3.761
33 H 15.864 13.392 4.666
34 C 8.269 16.685 2.167
35 O 9.336 16.243 2.898
36 N 8.098 16.326 0.940
37 N 7.319 17.427 2.640
38 H 8.715 15.577 0.579
39 H 7.314 16.510 0.326
40 H 7.365 17.596 3.650
41 H 6.440 17.684 2.223
42 C 12.008 16.825 0.095
43 O 12.697 15.764 -0.517
44 H 11.165 16.399 0.650
45 H 11.595 17.548 -0.624
46 H 12.685 17.391 0.724
47 H 12.104 15.367 -1.231
48 C 16.191 17.305 5.343
49 O 15.255 16.287 5.215
50 H 15.596 18.178 5.572
51 H 16.759 17.427 4.474
52 H 16.960 17.087 6.057
53 H 14.425 16.777 4.980
54 C 12.285 13.851 3.444
55 O 11.980 14.880 2.524
56 H 13.361 13.927 3.509
57 H 12.154 12.884 3.055
58 H 11.926 13.968 4.409
59 H 11.137 14.653 2.254
60 C 9.038 19.008 5.515
61 O 9.050 17.742 6.087
62 H 9.740 19.161 4.769
63 H 9.204 19.813 6.291
64 H 7.982 19.085 5.146
65 H 8.367 17.158 5.719
66 C 10.195 19.248 1.785
67 O 8.935 19.707 2.136
68 H 10.464 18.517 2.498
69 H 10.891 20.047 1.791
70 H 10.183 18.819 0.793
71 H 8.337 18.985 2.299
72 C 11.587 22.081 4.360
73 O 11.509 21.267 5.555
74 H 11.158 21.488 3.550
75 H 12.650 22.221 4.136
76 H 10.974 22.986 4.365
77 H 12.150 20.561 5.472
78 C 14.555 19.634 8.207
79 O 14.271 19.481 9.590
80 H 14.560 20.729 8.079
81 H 13.720 19.288 7.562
82 H 15.442 19.111 7.853
83 H 13.340 19.432 9.778

Summary:
HOMO, Eh: -0.3193
Maximum force, eV Å⁻¹: 11.43
E_LUMO, Eh: -0.0125
Energy above the lowest of the compared OMol25 structures with the same formula, charge and spin, kcal per mole: 224.2
SMILES string: NC(N)=O.NC(N)=O.NC(N)=O.NC(N)=O.CCO.CO.CO.CO.CO.CO.CO.CO
Energy, eV: -50777.8188



# 2
C13H52N16O13 | ωB97M-V with the def2-TZVPD basis set

CARTESIAN COORDINATES (ANGSTROEM)
1 C -8.255 9.630 13.520
2 O -7.136 8.977 12.868
3 H -8.723 10.238 12.745
4 H -8.970 8.974 14.015
5 H -7.983 10.297 14.339
6 H -6.765 9.501 12.153
7 C -6.402 14.007 12.517
8 O -7.139 12.863 12.197
9 H -6.632 14.873 11.894
10 H -6.695 14.386 13.497
11 H -5.335 13.835 12.382
12 H -6.525 12.155 12.413
13 C -10.100 6.853 17.652
14 O -9.572 7.882 16.808
15 H -9.502 5.945 17.556
16 H -10.043 7.252 18.664
17 H -11.114 6.540 17.401
18 H -9.591 7.415 15.968
19 C -7.539 5.798 14.398
20 O -7.403 6.757 15.376
21 H -7.162 6.133 13.433
22 H -6.958 4.970 14.810
23 H -8.588 5.501 14.441
24 H -7.236 6.385 16.244
25 C -3.770 6.193 11.685
26 O -5.146 5.937 11.654
27 H -3.481 6.741 10.787
28 H -3.373 6.686 12.574
29 H -3.204 5.264 11.601
30 H -5.671 6.734 11.764
31 C -10.591 6.955 11.261
32 O -11.463 7.606 11.917
33 N -9.257 6.797 11.494
34 N -10.970 6.077 10.345
35 H -8.787 7.539 11.993
36 H -8.732 6.124 10.959
37 H -11.950 6.071 10.110
38 H -10.191 5.542 9.994
39 C -3.494 8.555 15.339
40 O -2.771 9.443 14.908
41 N -4.750 8.414 14.953
42 N -3.253 7.740 16.331
43 H -4.944 9.070 14.210
44 H -5.220 7.563 15.218
45 H -3.974 7.069 16.542
46 H -2.369 7.858 16.801
47 C -6.262 12.162 8.916
48 O -5.536 13.004 9.364
49 N -7.243 12.450 8.071
50 N -6.341 10.897 9.324
51 H -7.776 11.641 7.795
52 H -7.411 13.361 7.675
53 H -6.972 10.186 8.991
54 H -5.686 10.712 10.073
55 C -4.919 12.413 15.665
56 O -5.684 11.593 15.228
57 N -5.182 13.149 16.726
58 N -3.734 12.882 15.199
59 H -4.658 13.982 16.937
60 H -6.129 13.115 17.092
61 H -3.244 12.045 14.910
62 H -3.358 13.676 15.690
63 C -3.969 11.367 11.908
64 O -4.907 10.590 11.785
65 N -2.891 11.116 12.622
66 N -3.846 12.517 11.347
67 H -2.170 11.818 12.592
68 H -2.834 10.264 13.163
69 H -3.074 13.162 11.409
70 H -4.531 12.696 10.615
71 C -10.860 13.294 12.892
72 O -10.381 14.168 13.614
73 N -10.111 12.402 12.238
74 N -12.170 13.137 12.706
75 H -10.527 11.882 11.481
76 H -9.105 12.417 12.331
77 H -12.526 12.485 12.025
78 H -12.702 13.790 13.261
79 C -8.613 13.605 16.370
80 O -7.815 13.768 17.271
81 N -9.686 14.339 16.192
82 N -8.396 12.822 15.337
83 H -10.291 14.112 15.413
84 H -9.827 15.058 16.886
85 H -7.444 12.490 15.405
86 H -8.934 13.076 14.522
87 C -7.224 10.167 18.472
88 O -6.497 10.893 19.100
89 N -6.968 9.843 17.237
90 N -8.366 9.638 18.807
91 H -7.649 9.330 16.699
92 H -6.227 10.292 16.718
93 H -8.859 9.116 18.101
94 H -8.600 9.746 19.782

Summary:
HOMO, Eh: -0.3123
Maximum force, eV Å⁻¹: 4.76
E_LUMO, Eh: 0.0029
Energy above the lowest of the compared OMol25 structures with the same formula, charge and spin, kcal per mole: 90.2
Energy, eV: -64787.5481



# 3
C13H52N16O13 | ωB97M-V with the def2-TZVPD basis set

CARTESIAN COORDINATES (ANGSTROEM)
1 C 1.900 -1.714 -3.652
2 O 1.586 -2.839 -4.384
3 N 2.189 -0.632 -4.225
4 N 2.077 -1.690 -2.354
5 H 2.229 -0.694 -5.224
6 H 2.060 0.337 -3.835
7 H 2.195 -2.542 -1.854
8 H 2.572 -0.883 -1.913
9 C -2.709 2.169 -0.029
10 O -1.892 2.461 1.059
11 N -3.947 2.439 -0.086
12 N -2.242 1.567 -1.109
13 H -4.325 2.710 0.870
14 H -4.483 2.333 -0.968
15 H -1.231 1.437 -1.095
16 H -2.826 0.867 -1.634
17 C 3.858 -0.158 -0.061
18 O 3.387 0.409 1.097
19 N 3.387 0.243 -1.234
20 N 4.473 -1.229 -0.174
21 H 3.006 1.244 -1.148
22 H 4.070 0.042 -2.042
23 H 4.975 -1.417 0.700
24 H 4.764 -1.750 -1.054
25 C -2.706 -1.132 -2.391
26 O -2.626 -2.027 -1.384
27 N -3.574 -0.194 -2.512
28 N -1.864 -1.217 -3.351
29 H -4.320 -0.189 -1.738
30 H -3.816 0.434 -3.266
31 H -1.214 -1.943 -3.229
32 H -1.617 -0.441 -3.958
33 C 1.845 3.273 -0.015
34 O 2.625 2.786 -1.075
35 N 1.389 4.453 0.063
36 N 1.713 2.590 1.123
37 H 1.557 5.200 -0.673
38 H 0.780 4.821 0.837
39 H 2.197 1.642 1.093
40 H 0.982 2.682 1.847
41 C -4.926 -0.583 0.786
42 O -5.515 0.127 1.812
43 N -3.782 -1.101 1.087
44 N -5.264 -0.742 -0.467
45 H -3.340 -0.776 1.960
46 H -3.138 -1.560 0.422
47 H -6.234 -0.456 -0.792
48 H -4.816 -1.557 -0.892
49 C 2.940 -4.269 0.295
50 O 4.168 -4.692 0.592
51 N 2.018 -4.997 -0.237
52 N 2.513 -3.056 0.169
53 H 2.292 -5.955 -0.368
54 H 1.027 -4.575 -0.269
55 H 3.301 -2.301 0.203
56 H 1.524 -2.835 0.104
57 C -0.207 3.292 3.923
58 O -1.309 4.083 4.170
59 N -0.176 2.383 2.993
60 N 0.830 3.247 4.666
61 H -0.853 2.474 2.227
62 H 0.356 1.513 2.952
63 H 0.615 3.654 5.570
64 H 1.664 2.698 4.465
65 C -2.732 0.792 4.007
66 O -2.150 -0.347 3.297
67 H -3.805 0.766 3.977
68 H -2.523 1.677 3.489
69 H -2.359 0.872 5.057
70 H -1.245 -0.073 3.152
71 C 0.137 -0.239 0.026
72 O 0.296 0.160 -1.327
73 H -0.759 -0.905 0.110
74 H -0.088 0.612 0.674
75 H 0.950 -0.864 0.404
76 H 0.511 -0.632 -1.898
77 C 1.168 -1.326 2.984
78 O 0.936 0.028 3.207
79 H 1.721 -1.843 3.745
80 H 1.781 -1.481 2.085
81 H 0.149 -1.789 2.833
82 H 1.804 0.397 3.446
83 C 1.925 3.080 -4.251
84 O 1.776 1.867 -3.557
85 H 2.894 3.257 -4.664
86 H 1.550 3.950 -3.643
87 H 1.308 3.095 -5.112
88 H 1.952 2.036 -2.610
89 C -0.886 -3.535 0.740
90 O -0.235 -3.228 -0.499
91 H -0.213 -3.966 1.506
92 H -1.685 -4.181 0.412
93 H -1.356 -2.647 1.178
94 H -0.935 -2.999 -1.158

Summary:
HOMO, Eh: -0.3249
Maximum force, eV Å⁻¹: 9.86
E_LUMO, Eh: -0.0096
Energy above the lowest of the compared OMol25 structures with the same formula, charge and spin, kcal per mole: 250.7
Energy, eV: -64780.5893



# 4
C13H52N26O13 | ωB97M-V with the def2-TZVPD basis set

CARTESIAN COORDINATES (ANGSTROEM)
1 C -14.768 -20.296 18.628
2 O -15.509 -20.109 19.565
3 N -14.480 -21.464 18.155
4 N -14.082 -19.290 18.042
5 H -14.004 -21.560 17.270
6 H -15.005 -22.300 18.366
7 H -14.285 -18.322 18.250
8 H -13.460 -19.528 17.283
9 C -17.550 -14.660 14.274
10 O -18.399 -15.284 14.826
11 N -17.476 -13.386 13.936
12 N -16.341 -15.072 14.078
13 H -18.240 -12.744 13.782
14 H -16.624 -13.162 13.443
15 H -16.224 -16.043 14.329
16 H -15.650 -14.345 14.197
17 C -6.411 -10.911 13.404
18 O -6.674 -9.851 14.001
19 N -7.183 -11.319 12.395
20 N -5.332 -11.591 13.630
21 H -6.881 -12.166 11.935
22 H -8.049 -10.843 12.186
23 H -5.144 -12.343 12.982
24 H -4.707 -11.269 14.355
25 C -4.593 -15.557 16.281
26 O -4.752 -16.711 15.994
27 N -5.569 -14.805 16.576
28 N -3.414 -15.073 16.460
29 H -5.354 -13.838 16.774
30 H -6.532 -15.100 16.502
31 H -2.588 -15.647 16.367
32 H -3.313 -14.157 16.874
33 C -15.329 -15.570 21.415
34 O -14.364 -15.553 20.616
35 N -15.621 -14.736 22.379
36 N -16.338 -16.454 21.325
37 H -16.551 -14.784 22.771
38 H -14.874 -14.342 22.934
39 H -16.072 -17.182 20.677
40 H -17.221 -16.347 21.803
41 C -14.925 -8.892 15.512
42 O -15.754 -8.325 14.775
43 N -13.760 -9.247 15.076
44 N -15.098 -9.284 16.737
45 H -13.352 -9.946 15.679
46 H -13.327 -9.130 14.171
47 H -14.249 -9.699 17.095
48 H -15.957 -9.122 17.243
49 C -11.764 -12.347 23.378
50 O -12.313 -11.239 23.479
51 N -11.013 -12.723 22.365
52 N -11.956 -13.359 24.153
53 H -11.020 -12.065 21.599
54 H -10.583 -13.632 22.270
55 H -11.517 -14.246 23.954
56 H -12.373 -13.230 25.064
57 C -11.316 -14.276 15.874
58 O -11.581 -15.264 15.223
59 N -11.713 -14.148 17.129
60 N -10.702 -13.276 15.391
61 H -12.068 -14.921 17.673
62 H -11.713 -13.225 17.540
63 H -10.371 -13.104 14.453
64 H -10.306 -12.681 16.104
65 C -9.415 -17.879 21.858
66 O -9.080 -16.736 22.037
67 N -8.519 -18.829 21.998
68 N -10.668 -18.100 21.502
69 H -8.656 -19.758 22.368
70 H -7.591 -18.434 22.047
71 H -10.969 -18.961 21.067
72 H -11.218 -17.277 21.300
73 C -13.593 -20.244 13.566
74 O -12.575 -20.547 14.129
75 N -14.406 -21.176 13.156
76 N -14.038 -19.026 13.546
77 H -14.113 -22.127 13.329
78 H -15.029 -20.918 12.404
79 H -13.482 -18.206 13.745
80 H -14.918 -18.880 13.071
81 C -9.730 -13.249 8.049
82 O -9.466 -14.276 7.457
83 N -9.481 -12.085 7.601
84 N -10.143 -13.124 9.267
85 H -8.794 -11.935 6.876
86 H -9.748 -11.401 8.295
87 H -10.329 -14.035 9.663
88 H -10.351 -12.223 9.673
89 C -11.311 -8.680 18.677
90 O -11.203 -9.834 18.364
91 N -12.112 -8.323 19.672
92 N -10.692 -7.666 18.146
93 H -11.885 -7.405 20.026
94 H -12.967 -8.772 19.968
95 H -9.916 -7.988 17.585
96 H -11.273 -6.850 18.014
97 C -10.462 -8.500 10.692
98 O -10.696 -9.657 11.057
99 N -10.840 -7.933 9.614
100 N -9.773 -7.623 11.352
101 H -11.471 -8.410 8.985
102 H -10.511 -6.982 9.529
103 H -9.385 -7.918 12.237
104 H -9.170 -7.072 10.760

Summary:
HOMO, Eh: -0.3501
Maximum force, eV Å⁻¹: 6.80
E_LUMO, Eh: -0.0039
Energy above the lowest of the compared OMol25 structures with the same formula, charge and spin, kcal per mole: 257.2
Energy, eV: -79690.2488



# 5
C13H52O13 | ωB97M-V with the def2-TZVPD basis set

CARTESIAN COORDINATES (ANGSTROEM)
1 C -0.398 0.109 -0.263
2 O 0.010 -1.261 -0.540
3 H 0.049 0.442 0.674
4 H -0.015 0.737 -1.067
5 H -1.486 0.159 -0.280
6 H -0.444 -1.864 0.053
7 C -2.837 2.240 -2.081
8 O -2.081 3.294 -1.628
9 H -2.256 1.323 -2.170
10 H -3.756 1.966 -1.563
11 H -3.144 2.449 -3.106
12 H -2.663 4.046 -1.496
13 C -0.890 1.225 4.053
14 O -0.582 -0.178 4.214
15 H -0.454 1.883 4.804
16 H -0.400 1.528 3.128
17 H -1.948 1.486 4.028
18 H -1.074 -0.671 3.553
19 C 3.059 1.134 3.242
20 O 2.467 1.400 4.538
21 H 3.496 2.098 2.983
22 H 3.769 0.307 3.252
23 H 2.312 1.011 2.458
24 H 2.246 0.560 4.946
25 C -3.890 -1.275 -1.276
26 O -4.583 -0.549 -2.379
27 H -3.796 -0.634 -0.399
28 H -4.437 -2.165 -0.967
29 H -2.941 -1.708 -1.592
30 H -4.764 -1.243 -3.017
31 C -0.650 -0.501 -3.811
32 O 0.359 -1.268 -3.169
33 H -0.464 0.558 -3.632
34 H -0.713 -0.663 -4.887
35 H -1.536 -0.819 -3.261
36 H 0.245 -1.300 -2.216
37 C -3.489 -0.852 2.758
38 O -2.251 -1.469 2.606
39 H -3.836 -1.025 3.777
40 H -3.315 0.213 2.605
41 H -4.261 -1.203 2.073
42 H -2.320 -2.224 2.017
43 C 0.775 4.917 -0.150
44 O 0.410 3.567 -0.218
45 H 1.586 4.983 0.574
46 H 1.197 5.227 -1.106
47 H -0.037 5.617 0.049
48 H -0.402 3.458 -0.720
49 C 1.660 -4.727 -1.553
50 O 1.088 -5.938 -1.997
51 H 2.403 -4.923 -0.781
52 H 2.133 -4.200 -2.381
53 H 0.838 -4.129 -1.158
54 H 0.679 -6.361 -1.239
55 C 2.771 -1.907 1.327
56 O 4.078 -2.448 1.192
57 H 2.539 -1.117 0.612
58 H 1.980 -2.640 1.167
59 H 2.604 -1.410 2.283
60 H 4.009 -3.309 1.610
61 C 1.752 2.365 -3.264
62 O 2.690 3.410 -3.513
63 H 2.017 1.654 -2.482
64 H 0.771 2.789 -3.049
65 H 1.656 1.868 -4.230
66 H 2.409 3.839 -4.324
67 C -1.142 -4.403 1.081
68 O -1.762 -3.379 0.304
69 H -1.102 -5.303 0.466
70 H -0.154 -4.061 1.386
71 H -1.639 -4.705 2.003
72 H -2.342 -3.781 -0.347
73 C 3.723 3.077 0.274
74 O 2.685 2.115 0.245
75 H 4.656 2.557 0.489
76 H 3.811 3.694 -0.620
77 H 3.448 3.735 1.098
78 H 1.872 2.571 0.014

Summary:
HOMO (alpha / beta), Eh: 0.0030 / -0.2632
Maximum force, eV Å⁻¹: 2.87
E_LUMO (alpha / beta), Eh: 0.0723 / 0.0700
Energy above the lowest of the compared OMol25 structures with the same formula, charge and spin, kcal per mole: 23.1
2S+1: 2
Energy, eV: -40935.2162
Charge: -1



The highest maximum force belongs to which entry?
C13H50N8O12